The following is a quantum chemistry calculation of a gas-phase ion, C2H4O2P (charge -1) at a distorted geometry, from the Open Molecules 2025 dataset.

Cartesian coordinates (Å):
C  -1.24  0.34  -0.74
C  -0.59  -0.41  0.12
P  1.20  -0.26  0.30
O  2.05  -1.22  -0.47
O  1.40  1.54  0.12
H  -2.31  0.52  -0.49
H  -0.64  1.01  -1.29
H  -1.06  -1.06  0.81
H  1.18  -0.45  1.64

Computed properties:
- HOMO: -3.782 eV
- Structure (SMILES): C=C[P@@H](=O)[O-]
- LUMO energy: 4.4 eV
- Energy above the lowest of the compared OMol25 structures with the same formula, charge and spin: 144.6 kJ/mol
- Molar mass: 91.03 g/mol
- Total energy: -570.45536 a.u.
- Kohn-Sham gap: 8.1 eV
- Net charge: -1